(1)
A 2-piece molecular cluster, C8H13BrN2O3S overall at a distorted geometry, computed with ωB97M-V with the def2-TZVPD basis set.

Values from the calculation:
E_LUMO	0.52	eV
HOMO	-8.908	eV
F_max	4.32	eV/A
energy	-3619.8905	a.u.
energy relative to the best compared isomer or geometry (same formula, charge and spin)	0.3410	eV

XYZ file:
```
28
Properties=species:S:1:pos:R:3:forces:R:3:nbo_charge:R:1
C -1.568443 -1.701344 -2.738305 -0.393 -0.853 1.625 -0.22
C -1.990528 -1.101495 -1.553981 -0.079 -0.965 0.633 -0.20
C -0.384597 -2.500124 -2.768014 -0.786 2.044 -0.782 -0.21
C -1.127616 -1.284005 -0.416453 -3.554 2.104 -1.262 -0.28
C 0.454355 -2.573112 -1.671899 -0.252 -0.335 -0.540 -0.24
C -0.025891 -2.015142 -0.479801 2.350 -1.577 0.550 -0.02
C 3.036114 0.927100 1.826027 0.057 0.450 2.677 -0.47
C -1.985810 1.924263 -0.019204 0.058 -3.490 -1.925 -0.45
N 2.321783 0.663957 0.610110 0.758 -1.249 0.891 -0.29
N -1.351686 1.314592 1.193749 -2.334 0.932 -0.741 -0.97
O 0.277338 1.302099 2.981508 0.572 0.579 -0.786 -0.87
O 0.682407 2.796239 0.884984 0.425 1.090 0.558 -0.93
O 0.969646 0.419459 0.803422 -1.181 0.434 0.570 -0.58
S 0.065837 1.628057 1.404335 0.571 -1.459 1.004 2.44
Br 0.830068 -2.510639 1.194375 -0.066 0.028 -0.657 0.02
H -2.271514 -1.748510 -3.537238 -0.092 0.113 -0.827 0.21
H -3.074575 -0.714763 -1.352520 2.372 -0.348 -0.750 0.22
H -0.167187 -2.824978 -3.782423 0.564 -0.508 0.429 0.22
H -1.467576 -0.673194 0.393802 0.306 -0.649 1.024 0.26
H 1.436005 -3.041465 -1.775374 -0.462 -0.050 0.406 0.24
H -0.521295 1.455070 3.522166 0.112 0.066 -0.756 0.53
H 4.058040 0.819949 1.559211 1.134 0.353 -0.375 0.22
H 2.891947 1.989682 2.331318 0.003 -2.118 -0.997 0.19
H 2.951749 0.100090 2.607744 -0.583 1.121 -1.084 0.22
H -1.861111 2.976704 -0.139701 -0.138 0.666 0.216 0.21
H -1.550591 1.380476 -0.935600 0.009 1.199 1.037 0.20
H -3.028168 1.524701 -0.199464 0.773 1.000 1.169 0.21
H 2.401298 1.466331 0.057225 -0.141 1.420 -1.306 0.35
```
Positions in Å, forces in eV/Å.



(2)
A 2-piece molecular cluster, C2H3N3S overall at a distorted geometry, computed with ωB97M-V with the def2-TZVPD basis set.

Values from the calculation:
E_LUMO	0.45	eV
HOMO	-10.004	eV
F_max	4.58	eV/A
energy	-640.3981	a.u.
energy relative to the best compared isomer or geometry (same formula, charge and spin)	1.6774	eV

XYZ file:
```
9
Properties=species:S:1:pos:R:3:forces:R:3:nbo_charge:R:1
C 0.767597 -1.239988 -0.202279 -0.769 1.082 -0.866 0.28
C 1.211672 -1.371814 1.093526 0.654 1.770 4.171 -0.76
N 0.490207 -1.017693 -1.276981 -0.754 0.014 -2.144 -0.33
N 4.539924 0.931781 1.507354 -0.178 0.490 -0.310 0.00
N 3.981523 0.792432 0.543269 2.191 0.162 3.477 -0.16
S 3.230492 0.391090 -0.696128 -1.624 -0.394 -3.246 0.17
H 0.379019 -1.685827 1.757287 0.903 -1.037 -0.378 0.27
H 2.155116 -1.911175 0.966143 -0.294 -0.480 1.164 0.27
H 1.435531 -0.362035 1.675434 -0.128 -1.607 -1.869 0.26
```
Positions in Å, forces in eV/Å.



(3)
One molecule with the formula C5H8N2 at a distorted geometry, computed with ωB97M-V with the def2-TZVPD basis set.

Values from the calculation:
E_LUMO	0.98	eV
HOMO	-8.551	eV
F_max	2.44	eV/A
energy	-304.8118	a.u.
energy relative to the best compared isomer or geometry (same formula, charge and spin)	0.6459	eV

XYZ file:
```
15
Properties=species:S:1:pos:R:3:forces:R:3:nbo_charge:R:1
C 0.572626 -2.003855 0.475749 -0.330 -0.803 0.156 -0.62
C 0.543706 -1.138074 -0.762446 -1.703 1.079 -1.318 -0.44
C 0.020127 0.274407 -0.529507 0.037 0.417 1.584 0.10
C 0.121492 0.892824 0.684819 1.184 -0.520 -1.004 -0.12
N -0.367955 2.179614 0.545276 -2.009 -1.255 0.579 -0.54
C -1.106402 2.111827 -0.644104 1.950 0.751 -0.233 0.17
N -0.742118 1.097496 -1.371362 -0.310 -1.016 0.190 -0.45
H 0.398799 -3.071638 0.269025 0.833 0.213 -0.410 0.22
H -0.305374 -1.856863 1.091910 -0.115 0.749 0.352 0.21
H 1.477318 -1.868131 1.066844 -0.074 -0.117 0.080 0.21
H 1.478986 -1.084848 -1.310312 0.249 -0.221 0.062 0.22
H -0.215080 -1.504126 -1.464407 0.335 -0.495 -0.085 0.22
H 0.556749 0.440614 1.561343 0.078 0.615 0.217 0.21
H -0.755841 2.578329 1.387157 -0.025 0.548 -0.166 0.40
H -1.677030 2.952423 -0.999986 -0.100 0.053 -0.004 0.19
```
Positions in Å, forces in eV/Å.



(4)
C10H20Cl10F6Mg2N3O12S6 as an isolated structure at a distorted geometry, computed with ωB97M-V with the def2-TZVPD basis set.

Values from the calculation:
total charge	+1
E_LUMO	-7.18	eV
HOMO	-12.204	eV
F_max	11.39	eV/A
energy	-9450.1369	a.u.
energy relative to the best compared isomer or geometry (same formula, charge and spin)	4.9640	eV

XYZ file:
```
69
Properties=species:S:1:pos:R:3:forces:R:3:nbo_charge:R:1
Mg 5.362160 6.785400 -21.735030 0.626 0.524 -2.742 1.88
Mg 2.525180 10.649160 -20.223490 -0.721 0.191 3.162 1.88
N 3.615980 10.651660 -21.674390 5.986 -2.647 -3.165 -1.27
S 5.231600 10.079750 -21.999950 4.936 -1.390 5.098 2.35
O 6.293360 10.987950 -22.391210 -2.983 -2.143 -0.724 -0.66
O 5.270440 8.634000 -22.380780 -0.373 1.604 -0.757 -1.10
F 5.580000 9.889220 -20.499670 -0.380 -0.122 0.472 -0.46
S 3.650730 11.235720 -23.114000 -5.824 7.299 -6.530 2.34
O 3.591530 10.389360 -24.291410 1.449 -0.153 2.285 -0.81
O 4.274580 12.546110 -23.196340 -0.945 -2.807 0.311 -0.78
F 2.036800 11.565440 -23.000920 0.396 0.149 0.341 -0.54
N 4.515140 13.808070 -18.266980 -1.430 -5.183 1.733 -0.92
S 4.428340 12.110540 -17.830610 -1.829 1.296 4.352 2.34
O 5.522110 11.482580 -17.090100 -2.108 1.051 -2.300 -0.81
O 3.684540 11.300880 -18.805750 -0.190 -0.158 -0.655 -1.14
F 3.258760 12.229080 -16.696300 1.227 0.086 -1.442 -0.47
S 5.977420 13.607880 -18.760550 6.750 7.517 -2.981 2.36
O 6.165200 12.791020 -19.922390 -0.626 -1.482 0.588 -0.92
O 7.077460 13.898410 -17.865810 -1.422 -2.423 0.303 -0.86
F 6.094010 15.110650 -19.462380 -1.294 -1.022 -0.053 -0.53
N 4.557870 7.091240 -20.120200 -5.034 0.412 2.659 -1.35
S 2.865110 7.296190 -19.785330 -4.422 -2.323 -2.267 2.39
O 2.385220 8.687260 -19.796840 0.961 -1.616 0.493 -1.01
O 2.199450 6.271210 -18.966810 2.449 3.450 -1.539 -0.72
F 2.443180 6.847320 -21.247400 0.430 0.308 0.291 -0.48
S 4.922540 7.252740 -18.598890 7.516 1.697 7.133 2.34
O 4.708520 6.129340 -17.707950 -0.785 1.882 -1.863 -0.80
O 4.812870 8.671650 -18.121070 -0.605 -4.531 -1.831 -0.79
F 6.573930 7.024810 -18.841990 -2.132 0.676 -0.612 -0.51
Cl 7.035550 6.956810 -14.563800 0.120 -0.003 -0.316 -0.06
C 7.477080 5.469080 -15.462340 -0.200 0.047 -0.533 -0.39
C 7.953690 4.432710 -14.487610 0.224 -0.358 0.672 -0.39
Cl 9.458500 4.967710 -13.645190 -0.359 -0.046 -0.171 -0.06
H 8.191070 5.652300 -16.265300 0.253 0.477 0.445 0.23
H 6.560430 5.214880 -15.994550 -0.082 -0.500 0.318 0.21
H 8.230400 3.462610 -14.900440 -0.248 0.224 -0.445 0.23
H 7.187530 4.262320 -13.731250 0.170 0.049 0.095 0.22
Cl -2.173220 3.802420 -18.496950 -0.877 -0.484 0.768 -0.02
C -1.005950 4.810560 -19.304610 0.002 0.918 0.152 -0.42
C -1.204060 6.305150 -18.971930 -0.267 -0.413 0.417 -0.38
Cl -0.728480 6.701390 -17.282060 -0.015 0.066 -0.402 -0.06
H -1.238650 4.624740 -20.353140 0.713 0.249 -0.124 0.22
H -0.049040 4.439280 -18.937760 0.190 0.237 -0.565 0.23
H -2.261870 6.563260 -19.022180 0.096 -0.063 -0.214 0.24
H -0.638510 6.983670 -19.610560 0.054 -0.276 -0.145 0.19
Cl 3.818910 6.589060 -27.475400 0.092 -0.239 -0.098 -0.05
C 2.319250 6.686660 -26.495620 0.873 1.420 -1.533 -0.40
C 2.517120 6.068830 -25.194280 -0.170 -2.290 0.985 -0.38
Cl 3.427020 7.068130 -24.066640 0.773 0.980 0.853 -0.10
H 1.519050 6.228390 -27.076800 0.002 0.119 0.246 0.26
H 2.228370 7.768010 -26.393070 -0.780 -0.113 -0.039 0.24
H 3.148160 5.181520 -25.244840 -0.448 -0.195 -0.310 0.24
H 1.563660 5.807540 -24.735220 0.089 0.131 0.153 0.24
Cl 3.238330 1.946000 -15.387320 0.339 1.449 0.205 -0.08
C 3.453120 3.792900 -15.332380 -1.352 -0.107 -1.106 -0.35
C 2.454480 4.389220 -16.400880 0.470 -0.256 1.244 -0.40
Cl 0.783740 4.171970 -15.793770 -0.040 -0.776 -0.212 -0.05
H 4.497200 4.005230 -15.562420 -0.170 -0.048 -0.016 0.21
H 3.159610 4.177160 -14.355510 0.235 -0.383 0.021 0.23
H 2.657160 3.895990 -17.351530 -0.494 0.024 0.004 0.21
H 2.406650 5.472710 -16.509820 1.099 -0.120 0.037 0.23
Cl 9.110880 8.038690 -17.219460 0.236 -0.252 -0.153 -0.09
C 8.048950 9.432160 -16.875150 0.674 0.346 0.104 -0.38
C 8.744650 10.746040 -17.290290 -0.108 -1.145 0.140 -0.38
Cl 8.912130 10.677450 -19.077430 -0.387 0.575 -0.096 -0.09
H 7.853680 9.342720 -15.806520 -0.091 0.397 -0.121 0.24
H 7.136750 9.269920 -17.449320 0.081 0.255 0.177 0.21
H 9.786180 10.829280 -16.979830 -0.287 -0.217 0.456 0.23
H 8.171700 11.586520 -16.898600 -0.032 0.179 -0.652 0.25
```
Positions in Å, forces in eV/Å.



(5)
A 2-piece molecular cluster, C4H11NO overall, computed with ωB97M-V with the def2-TZVPD basis set.

Values from the calculation:
E_LUMO	0.83	eV
HOMO	-9.885	eV
F_max	0.99	eV/A
energy	-289.0144	a.u.
energy relative to the best compared isomer or geometry (same formula, charge and spin)	0.0705	eV

XYZ file:
```
17
Properties=species:S:1:pos:R:3:forces:R:3:nbo_charge:R:1
C 2.143690 0.576462 -1.645960 0.446 0.142 -0.096 -0.71
C 1.029962 1.128660 -0.809700 -0.502 0.080 -0.224 0.67
O -0.103949 1.246216 -1.237125 0.105 -0.006 0.151 -0.62
N 1.364194 1.471485 0.459150 0.131 0.231 0.836 -0.83
H 1.930503 0.745448 -2.700762 0.021 0.000 0.143 0.24
H 2.246334 -0.489541 -1.472868 -0.119 -0.228 0.022 0.24
H 0.663257 1.819165 1.100194 -0.023 -0.107 -0.390 0.40
H 2.307118 1.457461 0.812666 -0.092 -0.131 -0.287 0.39
H 3.095747 1.029889 -1.367100 0.042 0.036 -0.156 0.21
C -1.980274 -1.315400 0.116455 -0.032 0.721 0.673 -0.61
C -1.651183 -0.946284 1.571729 -0.310 -0.487 -0.154 -0.60
H -1.533586 -0.613176 -0.576950 0.262 0.015 -0.138 0.23
H -1.662192 -2.325386 -0.110637 -0.087 -0.182 -0.154 0.20
H -3.052712 -1.191030 0.000290 -0.211 -0.406 -0.222 0.20
H -0.583011 -0.909968 1.773465 0.080 0.019 0.006 0.19
H -2.105129 -0.001651 1.848569 0.091 0.341 -0.063 0.20
H -2.108769 -1.682350 2.238584 0.199 -0.038 0.056 0.20
```
Positions in Å, forces in eV/Å.



(6)
H4NO2PS as an isolated structure at a distorted geometry, computed with ωB97M-V with the def2-TZVPD basis set.

Values from the calculation:
E_LUMO (alpha / beta)	-0.59 / -0.59	eV
HOMO (alpha / beta)	-10.075 / -10.075	eV
F_max	6.53	eV/A
energy	-947.1385	a.u.
energy relative to the best compared isomer or geometry (same formula, charge and spin)	3.5314	eV

XYZ file:
```
9
Properties=species:S:1:pos:R:3:forces:R:3:nbo_charge:R:1
N 1.250175 1.458851 0.044314 -1.281 -2.396 2.022 -1.21
O -1.637138 0.275930 -0.713046 3.121 -4.290 3.806 -0.98
O 0.129001 -0.006874 1.723905 0.558 1.058 -0.638 -0.96
P 0.427699 0.164004 0.176743 -3.297 -0.101 -1.349 1.90
S 0.667407 -1.921216 -0.620244 1.700 1.834 0.745 -0.28
H 1.582892 1.838767 -0.774636 0.777 0.749 -2.183 0.40
H -1.536922 1.054948 -1.143710 0.428 3.982 -2.157 0.44
H -0.272794 -0.796838 2.052892 -0.474 -0.938 -0.066 0.53
H -0.610320 -2.067572 -0.746218 -1.532 0.103 -0.181 0.17
```
Positions in Å, forces in eV/Å.



> What is the F_max in the third record?

2.44 eV/A



> Which of these has the highest energy relative to the best compared isomer or geometry (same formula, charge and spin)?

C10H20Cl10F6Mg2N3O12S6



> Which of these has the lowest F_max?

C4H11NO